ORCA calculation (ωB97M-V/def2-TZVPD) on a 9-piece molecular cluster, C36H63N9 overall at a distorted geometry.

Computed properties:
SMILES   CCCC#N.CCCC#N.CCCC#N.CCCC#N.CCCC#N.CCCC#N.CCCC#N.CCCC#N.CCCC#N
ΔE to the lowest compared entry with this formula, charge and spin   67.6 kcal/mol

Geometry as ORCA input:
```
! wB97M-V def2-TZVPD RIJCOSX def2/J DEFGRID3
* xyz 0 1
C -19.4908 26.4654 0.8378
C -18.5889 27.4509 0.0206
C -18.3630 28.7369 0.8189
C -17.9362 28.5164 2.1979
N -17.6084 28.3877 3.3038
H -19.7418 25.5684 0.2717
H -20.4650 26.9144 1.0316
H -18.9153 26.2143 1.7288
H -19.0744 27.5681 -0.9482
H -17.5948 27.0499 -0.1771
H -19.2751 29.3337 0.8340
H -17.6370 29.3444 0.2785
C -24.5296 33.4654 2.7042
C -24.2752 34.9962 2.8713
C -25.3943 35.9204 2.3437
C -26.7049 35.6400 2.9771
N -27.7391 35.3569 3.3889
H -25.1914 33.0246 3.4498
H -23.5970 32.9084 2.7929
H -24.9988 33.3116 1.7325
H -23.3448 35.2153 2.3474
H -24.0727 35.2473 3.9124
H -25.6265 35.8706 1.2799
H -25.2405 36.9833 2.5298
C -23.8770 24.1501 9.1555
C -23.8963 24.1845 10.6865
C -23.2135 25.4144 11.2694
C -23.7814 26.6991 10.8854
N -24.2097 27.7478 10.5944
H -24.2794 25.0377 8.6674
H -24.4793 23.3365 8.7514
H -22.8831 24.0117 8.7300
H -23.3917 23.3091 11.0953
H -24.9447 24.1236 10.9783
H -22.1801 25.4160 10.9225
H -23.0852 25.3800 12.3513
C -21.8784 27.2670 5.1588
C -22.3962 28.7176 5.4128
C -21.3101 29.5934 5.9822
C -20.6564 29.0868 7.1853
N -20.1261 28.6827 8.1340
H -22.6541 26.6319 4.7309
H -21.6696 26.8444 6.1416
H -21.0073 27.2136 4.5058
H -23.2664 28.6671 6.0672
H -22.7809 29.2264 4.5290
H -21.6253 30.6046 6.2395
H -20.5513 29.7364 5.2130
C -26.8836 23.5962 0.0517
C -25.5307 23.0078 0.4095
C -24.3625 23.9594 0.2483
C -24.2550 24.6275 -1.0852
N -24.1801 25.1627 -2.1374
H -27.0051 23.7938 -1.0134
H -27.0321 24.5526 0.5531
H -27.7316 22.9553 0.2931
H -25.3004 22.1339 -0.1999
H -25.5045 22.5213 1.3845
H -23.4214 23.4245 0.3757
H -24.4566 24.7120 1.0312
C -29.5086 28.8949 1.9311
C -29.3693 29.3030 0.5228
C -28.0469 30.0114 0.2170
C -26.8197 29.3076 0.7053
N -25.8708 28.7151 1.0981
H -29.6031 29.6942 2.6661
H -28.7065 28.2826 2.3432
H -30.3924 28.2834 2.1129
H -30.2449 29.8593 0.1881
H -29.4517 28.4584 -0.1612
H -28.0659 30.9918 0.6931
H -28.0098 30.2249 -0.8512
C -15.3535 28.2993 13.7513
C -15.8761 27.5300 12.5023
C -16.8916 26.4651 12.8521
C -18.0060 26.8014 13.7832
N -18.8643 27.0092 14.5166
H -16.1932 28.8998 14.1013
H -14.5228 28.9509 13.4803
H -15.0471 27.6694 14.5864
H -15.0699 27.0187 11.9762
H -16.4209 28.0723 11.7295
H -16.3085 25.6957 13.3583
H -17.2342 25.9762 11.9402
C -15.5822 34.5848 11.1971
C -15.0674 33.3154 10.4011
C -16.1810 32.3144 10.1011
C -17.3900 32.8462 9.3232
N -18.2977 33.1789 8.7016
H -14.7362 35.2680 11.2721
H -15.9669 34.3513 12.1899
H -16.3585 35.1185 10.6488
H -14.2415 32.7991 10.8904
H -14.6761 33.6717 9.4482
H -16.5842 31.8666 11.0094
H -15.7872 31.5074 9.4831
C -17.4300 22.1533 6.5737
C -18.3542 23.2537 7.1846
C -17.8564 24.5908 6.6659
C -16.4348 24.9461 6.9034
N -15.3026 25.1870 7.1293
H -16.3793 22.3427 6.7929
H -17.6293 22.0523 5.5068
H -17.6680 21.2092 7.0638
H -18.2586 23.2149 8.2697
H -19.4093 23.2088 6.9149
H -18.3824 25.3604 7.2309
H -18.1027 24.6698 5.6071
*
```

***

ORCA calculation (ωB97M-V/def2-TZVPD) on a 10-piece molecular cluster, C36H64Cl4N8 overall at a distorted geometry.

Computed properties:
SMILES   CCCC#N.CCCC#N.CCCC#N.CCCC#N.CCCC#N.CCCC#N.CCCC#N.CCCC#N.ClCCCl.ClCCCl
ΔE to the lowest compared entry with this formula, charge and spin   28.2 kcal/mol

Geometry as ORCA input:
```
! wB97M-V def2-TZVPD RIJCOSX def2/J DEFGRID3
* xyz 0 1
C -3.6278 4.0586 2.0496
C -2.1944 4.4699 1.6077
C -2.1579 5.1544 0.2208
C -2.4269 4.2874 -0.9170
N -2.6788 3.6417 -1.8477
H -3.6802 3.8084 3.1092
H -4.1370 3.3122 1.4399
H -4.2841 4.9256 1.9744
H -1.5414 3.5991 1.6662
H -1.8433 5.1941 2.3429
H -1.1819 5.6038 0.0375
H -2.9684 5.8831 0.2105
C -1.8472 -2.5136 4.5828
C -1.0032 -1.9257 3.4503
C -0.1644 -0.7215 3.8958
C -0.8971 0.4564 4.3191
N -1.4795 1.3948 4.7143
H -1.1304 -2.6733 5.3883
H -2.4938 -3.3801 4.4443
H -2.4692 -1.7320 5.0192
H -1.5398 -1.7340 2.5211
H -0.1981 -2.6124 3.1888
H 0.4877 -0.4376 3.0698
H 0.4199 -1.0335 4.7615
C 0.8781 -2.2105 -3.9762
C 1.4202 -3.6006 -3.5607
C 1.6609 -3.6671 -2.0390
C 2.7152 -2.9028 -1.4446
N 3.5604 -2.2706 -0.9844
H 1.5151 -1.3812 -3.6683
H -0.0544 -2.0493 -3.4353
H 0.6334 -2.1484 -5.0365
H 2.3136 -3.7300 -4.1715
H 0.7591 -4.3941 -3.9092
H 1.8459 -4.7283 -1.8720
H 0.7158 -3.4616 -1.5365
C 4.1665 2.6309 -1.0839
C 4.7997 1.3155 -1.6161
C 4.2815 1.0831 -3.0592
C 2.8258 1.0789 -3.0866
N 1.6933 1.1057 -3.1261
H 4.4960 2.8574 -0.0699
H 3.1153 2.4379 -0.8698
H 4.3473 3.5396 -1.6580
H 4.5529 0.5014 -0.9346
H 5.8888 1.3596 -1.6040
H 4.6799 0.2033 -3.5644
H 4.6205 1.9076 -3.6865
C 4.8607 1.1069 2.6179
C 5.4908 -0.2621 3.0683
C 5.1167 -1.5211 2.1955
C 3.7737 -2.0441 2.4931
N 2.7149 -2.5096 2.7492
H 5.1117 1.9038 3.3180
H 3.7734 1.0359 2.5882
H 5.3107 1.3963 1.6682
H 5.1059 -0.4246 4.0751
H 6.5641 -0.1682 3.2334
H 5.8473 -2.2800 2.4752
H 5.0748 -1.3263 1.1238
C 1.0619 0.0008 0.2184
C -0.2983 0.7524 0.0688
C -1.2463 -0.0007 -0.8883
C -1.2936 -1.4417 -0.6849
N -1.3281 -2.5925 -0.5657
H 1.5769 -0.1578 -0.7291
H 0.9413 -1.0168 0.5899
H 1.7735 0.4930 0.8814
H -0.1362 1.7395 -0.3643
H -0.7056 0.9832 1.0532
H -0.7874 0.0773 -1.8739
H -2.2248 0.4591 -1.0267
C -6.0118 -1.2773 -1.5727
C -4.6571 -1.5870 -2.2553
C -4.5292 -3.0934 -2.4821
C -5.6640 -3.7371 -3.1787
N -6.5441 -4.2195 -3.7348
H -6.2317 -2.0033 -0.7900
H -6.8432 -1.3419 -2.2747
H -6.0146 -0.2689 -1.1591
H -3.8008 -1.3146 -1.6383
H -4.6162 -1.0868 -3.2228
H -4.3548 -3.6102 -1.5384
H -3.6367 -3.3736 -3.0415
C 1.7920 3.7888 2.4241
C 0.8680 4.2673 3.5372
C 1.4212 4.1024 5.0349
C 2.0193 2.8328 5.3316
N 2.4966 1.8122 5.5560
H 2.6938 4.3985 2.4807
H 1.3565 3.7028 1.4286
H 1.9652 2.7370 2.6515
H -0.0511 3.6854 3.4679
H 0.5223 5.2820 3.3398
H 0.5871 4.1295 5.7361
H 2.1211 4.8825 5.3343
Cl -0.6561 3.7335 -6.0689
C -2.0240 2.7305 -5.4084
C -1.4921 1.5927 -4.4414
Cl -2.7065 0.3425 -4.2038
H -2.5340 2.2867 -6.2634
H -2.6086 3.4705 -4.8617
H -1.2183 1.9353 -3.4436
H -0.5609 1.1430 -4.7860
Cl -4.3674 -6.9210 -1.6474
C -2.7612 -7.0219 -0.8902
C -2.0574 -5.7048 -1.2055
Cl -1.6465 -5.3986 -2.9118
H -2.2182 -7.8421 -1.3599
H -2.9314 -7.2463 0.1628
H -1.0470 -5.7231 -0.7968
H -2.5296 -4.7896 -0.8485
*
```

***

ORCA calculation (ωB97M-V/def2-TZVPD) on a 6-piece molecular cluster, C36H65FN5O3P2S overall at a distorted geometry.

Geometry as ORCA input:
```
! wB97M-V def2-TZVPD RIJCOSX def2/J DEFGRID3
* xyz -1 1
C -0.0874 -1.6064 5.3024
C 0.4350 -0.7677 4.1347
F 1.3210 0.1423 4.6807
C -0.7323 -0.1235 3.4017
P -0.3427 1.2794 2.1580
C 0.3285 0.1175 0.7675
C 1.8190 0.3152 0.4550
C 2.6897 -0.2896 1.5531
O 1.9708 1.7067 0.2371
C 3.2792 2.2167 0.0946
C 3.4524 3.3534 1.0753
C 3.4461 4.6595 0.5943
C 3.5445 5.7393 1.4716
C 3.6426 5.4979 2.8353
C 3.6600 4.2017 3.3368
C 3.5636 3.1346 2.4442
P -2.5381 1.1185 1.4510
C -2.8286 2.5534 0.3360
C -2.8152 -0.4298 0.4768
S -0.9775 2.8898 3.7529
C -2.7093 2.9826 4.2135
O -0.2143 2.7615 5.0017
O -0.7324 4.2051 3.1230
H 0.7742 -1.9840 5.8525
H -0.6703 -2.4385 4.9156
H -0.6911 -0.9914 5.9630
H 0.9561 -1.4759 3.4899
H -1.2714 -0.9344 2.9119
H -1.4061 0.2671 4.1648
H -0.2040 2.4222 1.2868
H 0.9727 1.5157 2.6855
H -0.1917 0.4368 -0.1366
H 0.1388 -0.9344 0.9720
H 2.0468 -0.2247 -0.4777
H 2.6857 0.2767 2.4757
H 3.7292 -0.3462 1.2198
H 2.3777 -1.3208 1.6905
H 3.3590 2.6527 -0.9053
H 4.0670 1.4689 0.1695
H 3.3441 4.8334 -0.4673
H 3.5088 6.7550 1.1075
H 3.6903 6.3247 3.5299
H 3.7078 3.9989 4.3936
H 3.5531 2.1427 2.8667
H -1.8953 3.0601 0.0662
H -3.3056 2.2590 -0.5986
H -3.4460 3.2941 0.8337
H -3.8868 -0.5642 0.3339
H -2.4280 -1.3162 0.9743
H -2.3926 -0.3596 -0.5307
H -2.7302 3.6026 5.1129
H -3.1507 2.0286 4.4747
H -3.2739 3.5076 3.4654
C 1.6601 5.7800 -4.9756
C 2.2864 5.8770 -3.5894
C 3.7468 5.4148 -3.5598
C 3.8873 3.9975 -3.8899
N 3.9924 2.8879 -4.1646
H 1.6311 4.7476 -5.3267
H 0.6360 6.1522 -4.9563
H 2.2207 6.3727 -5.7021
H 1.6994 5.2905 -2.8808
H 2.2490 6.9139 -3.2506
H 4.1593 5.5864 -2.5639
H 4.3454 6.0047 -4.2567
C -3.8571 7.7993 6.1245
C -2.7529 7.1619 5.2872
C -3.1919 6.8470 3.8558
C -4.2518 5.8454 3.8121
N -5.0363 5.0074 3.7915
H -4.7083 7.1259 6.2372
H -3.4888 8.0382 7.1230
H -4.2130 8.7254 5.6667
H -2.4038 6.2491 5.7714
H -1.8997 7.8408 5.2412
H -2.3383 6.4632 3.2896
H -3.5321 7.7553 3.3531
C -1.1407 -4.1688 -3.0773
C -0.4035 -2.9225 -2.6035
C 0.1476 -3.0743 -1.1826
C -0.9139 -3.2419 -0.1946
N -1.7442 -3.3558 0.5907
H -2.0166 -4.3675 -2.4537
H -1.4860 -4.0429 -4.1008
H -0.4938 -5.0401 -3.0481
H -1.0678 -2.0576 -2.6566
H 0.4326 -2.7193 -3.2754
H 0.7317 -2.1908 -0.9138
H 0.8215 -3.9321 -1.1331
C -1.2762 -8.0212 0.2031
C -1.7006 -8.1217 -1.2574
C -0.5315 -8.4221 -2.2016
C 0.4498 -7.3413 -2.2076
N 1.2043 -6.4768 -2.1750
H -0.5778 -7.1981 0.3590
H -2.1426 -7.8418 0.8385
H -0.7978 -8.9448 0.5371
H -2.1884 -7.1940 -1.5607
H -2.4392 -8.9187 -1.3642
H -0.9082 -8.5569 -3.2169
H -0.0398 -9.3543 -1.9155
C -0.4499 -8.0390 -8.6052
C 0.7171 -8.0933 -7.6259
C 0.2733 -8.3432 -6.1815
C -0.5487 -7.2530 -5.6600
N -1.2005 -6.3983 -5.2566
H -1.1238 -7.2128 -8.3748
H -0.0861 -7.8964 -9.6226
H -1.0257 -8.9663 -8.5806
H 1.2849 -7.1633 -7.6808
H 1.3952 -8.8967 -7.9193
H 1.1501 -8.4522 -5.5399
H -0.2867 -9.2785 -6.1163
*
```

***

ORCA calculation (ωB97M-V/def2-TZVPD) on C36H66AsF6N12 as an isolated structure at a distorted geometry.

Computed properties:
ΔE to the lowest compared entry with this formula, charge and spin   43.6 kcal/mol

Geometry as ORCA input:
```
! wB97M-V def2-TZVPD RIJCOSX def2/J DEFGRID3
* xyz 5 1
As 2.3546 -0.3788 0.6089
F 2.1513 0.8131 1.8982
F 1.0748 0.5067 -0.2745
F 2.4643 -1.5649 -0.6836
F 3.5776 -1.1209 1.5933
F 1.1660 -1.3739 1.4430
F 3.5498 0.5087 -0.2631
C 5.5929 -1.1757 4.0987
C 5.3618 0.2980 4.3938
N 4.1602 0.5303 5.1797
C 4.1020 0.8782 6.5126
C 2.8162 0.8662 6.9176
N 2.0703 0.5184 5.7936
C 2.9100 0.2702 4.7778
C 0.6684 0.1146 5.8307
H 6.6050 -1.3610 3.7345
H 4.8674 -1.6799 3.4691
H 5.6570 -1.7584 5.0256
H 5.1663 0.8954 3.4944
H 6.2391 0.8319 4.7540
H 5.0450 1.1355 6.9673
H 2.3305 1.0793 7.8529
H 2.6570 -0.1694 3.8264
H 0.1995 0.3279 4.8739
H 0.1607 0.6327 6.6429
H 0.5925 -0.9372 6.1114
C -1.5544 2.5782 -2.2069
C -1.1813 4.0324 -2.5404
N -2.0098 4.5712 -3.6235
C -3.3417 4.8759 -3.5423
C -3.7224 5.3320 -4.7569
N -2.6381 5.2473 -5.5934
C -1.6128 4.7387 -4.8968
C -2.5488 5.8373 -6.9318
H -1.3979 1.9676 -3.0962
H -2.6247 2.4903 -2.0127
H -0.9906 2.2383 -1.3403
H -0.1425 4.1186 -2.8549
H -1.2709 4.6355 -1.6362
H -3.8401 4.8091 -2.5910
H -4.6473 5.7603 -5.1062
H -0.6395 4.4984 -5.2888
H -1.9615 6.7516 -6.8795
H -3.5504 5.9816 -7.3233
H -2.0159 5.2010 -7.6385
C -2.2181 -2.1105 4.3177
C -3.0245 -0.8716 4.7059
N -4.4701 -1.0935 4.5934
C -5.1878 -2.1717 5.0700
C -6.4988 -1.9446 4.7764
N -6.5792 -0.7433 4.1597
C -5.3480 -0.2438 4.0342
C -7.7711 -0.0008 3.7376
H -2.4859 -2.5353 3.3490
H -2.3281 -2.9049 5.0568
H -1.1458 -1.9282 4.2468
H -2.7389 -0.0501 4.0500
H -2.7543 -0.5756 5.7180
H -4.7405 -3.0165 5.5637
H -7.3447 -2.5522 5.0535
H -5.1143 0.7392 3.6656
H -8.5362 -0.6917 3.3912
H -7.5225 0.6489 2.9041
H -8.1532 0.5640 4.5848
C -0.7688 2.9440 2.1949
C -0.7230 4.4309 1.9219
N 0.3233 4.8078 0.9458
C 1.2165 3.9399 0.3643
C 1.8678 4.5641 -0.6490
N 1.4455 5.8826 -0.5800
C 0.5470 6.0059 0.4037
C 2.0357 6.9794 -1.3514
H -1.0074 2.4135 1.2704
H -1.6586 2.8123 2.8158
H 0.0930 2.5300 2.7105
H -0.5793 4.9844 2.8485
H -1.6796 4.7262 1.4929
H 1.1477 2.8732 0.5313
H 2.5402 4.1878 -1.3990
H 0.0435 6.8968 0.7465
H 1.4101 7.8642 -1.2672
H 2.1437 6.7247 -2.4021
H 3.0125 7.1698 -0.9088
C 1.1367 -4.7080 0.6828
C 0.3716 -4.2855 -0.5441
N -0.3244 -5.4061 -1.1861
C -1.6626 -5.7082 -0.9985
C -1.9150 -6.7560 -1.8240
N -0.7377 -7.2022 -2.3552
C 0.2133 -6.3277 -1.9826
C -0.6323 -8.2648 -3.3716
H 1.6661 -3.8277 1.0497
H 1.8285 -5.5180 0.4483
H 0.5916 -5.0585 1.5616
H 1.0582 -3.8020 -1.2390
H -0.4007 -3.5641 -0.2750
H -2.2765 -5.1463 -0.3198
H -2.8559 -7.2201 -2.0720
H 1.2237 -6.2519 -2.3488
H -0.6667 -9.2116 -2.8403
H 0.2002 -8.1226 -4.0517
H -1.5216 -8.2134 -4.0004
C 4.5207 -3.9747 -5.6976
C 3.0081 -3.8080 -5.6949
N 2.5726 -2.5217 -5.1271
C 2.9704 -1.2829 -5.5272
C 2.1394 -0.3912 -4.9322
N 1.3179 -1.0847 -4.0869
C 1.6257 -2.3963 -4.1952
C 0.2331 -0.4301 -3.3154
H 4.9864 -3.2461 -6.3618
H 4.8529 -4.9834 -5.9311
H 4.9911 -3.7808 -4.7290
H 2.5573 -4.5559 -5.0421
H 2.5666 -3.8764 -6.6874
H 3.6669 -1.2048 -6.3458
H 2.1837 0.6814 -4.9994
H 1.1767 -3.1861 -3.6226
H 0.0928 -1.0531 -2.4348
H -0.6315 -0.4713 -3.9731
H 0.5754 0.5525 -3.0165
*
```

***

| no. | orbital gap (eV) | calculated total energy (eV) |
| --- | --- | --- |
| 1 | 11.416 | -51761.0887 |
| 2 | 10.874 | -100379.0098 |
| 3 | 4.801 | -84107.1801 |
| 4 | 9.583 | -133386.9307 |